--- P ---
Entry from the Open Molecules 2025 dataset: a 14-piece molecular cluster, C56H154N14O14 overall (ωB97M-V/def2-TZVPD).

Properties
**Molar mass**: 1247.93 g/mol

Element x y z (Å)
C (2.77, 2.70, 3.82)
C (2.57, 3.96, 2.96)
C (2.52, 5.20, 3.89)
O (1.59, 5.15, 4.98)
C (1.57, 6.36, 5.73)
N (3.59, 4.18, 1.90)
H (2.76, 1.82, 3.18)
H (1.93, 2.49, 4.49)
H (3.68, 2.80, 4.40)
H (1.57, 3.93, 2.53)
H (2.29, 6.08, 3.29)
H (3.48, 5.52, 4.29)
H (1.95, 6.25, 6.75)
H (0.55, 6.71, 5.87)
H (2.14, 7.17, 5.29)
H (4.50, 4.29, 2.32)
H (3.51, 5.13, 1.58)
C (4.01, -2.18, 4.64)
C (3.07, -2.22, 3.41)
C (3.63, -3.16, 2.30)
O (4.88, -2.76, 1.74)
C (5.03, -1.43, 1.18)
N (1.76, -2.61, 3.94)
H (4.07, -3.17, 5.10)
H (3.67, -1.41, 5.34)
H (5.03, -1.90, 4.36)
H (2.96, -1.22, 3.00)
H (2.87, -3.23, 1.53)
H (3.80, -4.14, 2.75)
H (5.88, -1.46, 0.50)
H (5.03, -0.70, 1.99)
H (4.13, -1.24, 0.59)
H (1.54, -2.03, 4.74)
H (1.02, -2.52, 3.27)
C (4.39, 6.34, -4.89)
C (4.11, 4.92, -4.37)
C (2.86, 4.84, -3.52)
O (3.15, 5.62, -2.34)
C (2.15, 5.50, -1.39)
N (3.96, 4.10, -5.51)
H (4.57, 7.05, -4.07)
H (3.47, 6.68, -5.36)
H (5.27, 6.42, -5.53)
H (5.02, 4.67, -3.83)
H (2.83, 3.78, -3.27)
H (1.97, 5.16, -4.06)
H (1.21, 5.94, -1.73)
H (2.51, 5.92, -0.45)
H (1.88, 4.45, -1.22)
H (4.86, 4.04, -5.97)
H (3.57, 3.20, -5.26)
C (-3.82, 0.92, -0.33)
C (-5.29, 0.51, -0.41)
C (-6.23, 1.59, -1.15)
O (-6.21, 2.80, -0.40)
C (-6.64, 3.90, -1.09)
N (-5.54, -0.82, -0.89)
H (-3.64, 1.59, 0.51)
H (-3.46, 1.31, -1.28)
H (-3.14, 0.09, -0.12)
H (-5.75, 0.46, 0.58)
H (-7.24, 1.21, -1.32)
H (-5.82, 1.80, -2.14)
H (-7.63, 3.70, -1.50)
H (-5.97, 4.12, -1.91)
H (-6.67, 4.72, -0.36)
H (-6.41, -1.13, -0.49)
H (-4.84, -1.47, -0.56)
C (8.01, 0.43, -1.03)
C (7.65, 1.94, -0.90)
C (6.33, 2.01, -0.06)
O (5.30, 1.57, -0.84)
C (4.11, 2.30, -0.62)
N (8.81, 2.71, -0.38)
H (8.64, 0.23, -1.90)
H (7.15, -0.22, -1.15)
H (8.62, 0.10, -0.19)
H (7.41, 2.27, -1.92)
H (6.24, 3.01, 0.38)
H (6.26, 1.29, 0.76)
H (3.81, 2.29, 0.42)
H (3.32, 1.82, -1.20)
H (4.15, 3.35, -0.93)
H (8.62, 3.68, -0.59)
H (9.63, 2.47, -0.91)
C (0.94, -2.62, 8.41)
C (2.01, -1.81, 7.76)
C (1.40, -0.60, 6.98)
O (0.59, -1.11, 5.89)
C (0.17, 0.03, 5.09)
N (2.93, -1.27, 8.85)
H (0.18, -2.87, 7.67)
H (0.37, -1.99, 9.09)
H (1.39, -3.51, 8.87)
H (2.64, -2.46, 7.15)
H (2.11, 0.09, 6.53)
H (0.68, -0.05, 7.59)
H (-0.41, 0.84, 5.53)
H (-0.40, -0.28, 4.21)
H (1.05, 0.39, 4.57)
H (2.44, -0.54, 9.33)
H (2.95, -1.96, 9.59)
C (-4.96, -4.00, -2.53)
C (-3.98, -4.61, -1.52)
C (-4.33, -4.30, -0.07)
O (-4.30, -2.94, 0.17)
C (-4.65, -2.55, 1.45)
N (-3.94, -6.05, -1.79)
H (-4.50, -4.15, -3.51)
H (-5.18, -2.96, -2.31)
H (-5.91, -4.52, -2.54)
H (-2.97, -4.26, -1.70)
H (-3.68, -4.77, 0.66)
H (-5.36, -4.61, 0.05)
H (-3.89, -2.97, 2.11)
H (-5.64, -2.93, 1.70)
H (-4.68, -1.48, 1.66)
H (-3.28, -6.55, -1.21)
H (-3.67, -6.13, -2.75)
C (-0.98, -1.81, -0.27)
C (0.34, -1.56, 0.46)
C (0.78, -0.05, 0.51)
O (-0.33, 0.71, 1.03)
C (-0.04, 2.11, 1.32)
N (0.06, -2.00, 1.84)
H (-1.07, -1.28, -1.22)
H (-1.75, -1.33, 0.34)
H (-1.20, -2.86, -0.47)
H (1.11, -2.20, 0.04)
H (1.09, 0.34, -0.45)
H (1.63, 0.08, 1.19)
H (0.44, 2.77, 0.60)
H (0.45, 2.26, 2.29)
H (-1.02, 2.44, 1.67)
H (-0.35, -1.21, 2.31)
H (-0.72, -2.64, 1.81)
C (-6.83, -0.76, 5.54)
C (-6.34, -0.06, 4.33)
C (-4.78, -0.10, 4.27)
O (-4.37, 0.72, 3.23)
C (-3.00, 0.89, 3.25)
N (-6.93, -0.61, 3.06)
H (-6.61, -1.81, 5.37)
H (-7.90, -0.83, 5.75)
H (-6.34, -0.51, 6.48)
H (-6.59, 1.00, 4.40)
H (-4.33, -1.09, 4.35)
H (-4.46, 0.36, 5.20)
H (-2.66, 1.22, 4.24)
H (-2.74, 1.80, 2.70)
H (-2.39, 0.03, 2.99)
H (-7.94, -0.58, 3.05)
H (-6.63, 0.02, 2.32)
C (0.18, -5.35, 0.63)
C (0.25, -6.79, 0.57)
C (0.27, -7.26, -0.90)
O (-1.01, -7.07, -1.50)
C (-1.19, -7.70, -2.75)
N (1.31, -7.38, 1.36)
H (-0.61, -4.92, 0.01)
H (1.14, -4.90, 0.39)
H (-0.01, -5.10, 1.67)
H (-0.71, -7.16, 0.93)
H (0.51, -8.31, -0.82)
H (1.11, -6.91, -1.49)
H (-1.41, -8.75, -2.56)
H (-0.26, -7.75, -3.31)
H (-2.06, -7.33, -3.29)
H (1.34, -6.93, 2.27)
H (2.21, -7.03, 1.05)
C (2.19, 0.52, -6.72)
C (2.01, 1.11, -5.28)
C (1.24, 0.25, -4.27)
O (1.25, 0.87, -3.01)
C (0.31, 1.94, -2.90)
N (3.29, 1.34, -4.75)
H (2.90, 0.95, -7.43)
H (1.22, 0.70, -7.19)
H (2.23, -0.57, -6.84)
H (1.43, 2.03, -5.37)
H (1.83, -0.65, -4.05)
H (0.22, -0.05, -4.51)
H (0.68, 2.81, -3.45)
H (0.18, 2.27, -1.87)
H (-0.66, 1.57, -3.24)
H (3.07, 1.48, -3.78)
H (3.76, 0.45, -4.65)
C (-2.55, 4.73, -1.97)
C (-2.70, 6.17, -1.42)
C (-1.57, 6.56, -0.44)
O (-1.57, 5.59, 0.63)
C (-0.51, 5.67, 1.58)
N (-2.75, 7.05, -2.53)
H (-1.56, 4.48, -2.34)
H (-3.27, 4.47, -2.75)
H (-2.67, 4.06, -1.12)
H (-3.64, 6.25, -0.86)
H (-1.65, 7.57, -0.05)
H (-0.61, 6.50, -0.96)
H (-0.59, 6.63, 2.09)
H (0.42, 5.51, 1.03)
H (-0.48, 4.83, 2.26)
H (-2.90, 8.01, -2.26)
H (-3.60, 6.86, -3.04)
C (3.75, -5.63, -0.90)
C (4.11, -4.50, -1.84)
C (2.99, -3.49, -2.13)
O (1.98, -4.17, -2.88)
C (0.86, -3.45, -3.15)
N (5.18, -3.85, -1.10)
H (3.38, -5.26, 0.05)
H (4.53, -6.38, -0.76)
H (2.98, -6.19, -1.43)
H (4.47, -4.99, -2.75)
H (3.44, -2.65, -2.66)
H (2.64, -3.09, -1.17)
H (0.57, -2.80, -2.32)
H (0.05, -4.12, -3.44)
H (1.01, -2.80, -4.01)
H (4.82, -3.25, -0.37)
H (5.76, -4.61, -0.77)
C (-5.69, -1.31, -7.35)
C (-6.03, -1.56, -5.89)
C (-4.95, -1.13, -4.88)
O (-3.76, -1.91, -5.08)
C (-2.58, -1.56, -4.39)
N (-7.33, -0.86, -5.73)
H (-6.50, -1.65, -7.98)
H (-4.78, -1.72, -7.79)
H (-5.61, -0.26, -7.65)
H (-6.14, -2.64, -5.79)
H (-5.45, -1.31, -3.92)
H (-4.78, -0.06, -4.96)
H (-1.99, -2.47, -4.36)
H (-2.83, -1.34, -3.35)
H (-1.88, -0.89, -4.89)
H (-7.19, 0.14, -5.79)
H (-7.64, -1.04, -4.79)

--- Q ---
Entry from the Open Molecules 2025 dataset: a 14-piece molecular cluster, C56H154N14O14 overall (ωB97M-V/def2-TZVPD).

Properties
**Molar mass**: 1247.93 g/mol

Element x y z (Å)
C (-1.89, -5.37, -2.14)
C (-1.85, -6.25, -3.35)
C (-1.30, -5.51, -4.67)
O (0.03, -4.98, -4.41)
C (0.60, -4.31, -5.51)
N (-1.18, -7.45, -2.99)
H (-0.93, -4.98, -1.78)
H (-2.32, -6.01, -1.37)
H (-2.59, -4.58, -2.40)
H (-2.90, -6.40, -3.63)
H (-1.94, -4.66, -4.90)
H (-1.36, -6.13, -5.57)
H (0.17, -3.35, -5.81)
H (0.53, -4.84, -6.45)
H (1.68, -4.25, -5.37)
H (-1.30, -8.16, -3.70)
H (-0.21, -7.28, -3.21)
C (4.21, -0.62, 5.33)
C (4.75, -1.65, 4.43)
C (5.99, -2.45, 4.90)
O (6.44, -3.28, 3.80)
C (7.70, -3.91, 4.10)
N (3.64, -2.57, 4.12)
H (4.90, 0.19, 5.61)
H (3.98, -1.08, 6.29)
H (3.30, -0.09, 5.07)
H (4.93, -1.12, 3.50)
H (5.77, -2.99, 5.82)
H (6.76, -1.73, 5.19)
H (8.04, -4.42, 3.20)
H (7.64, -4.58, 4.96)
H (8.43, -3.19, 4.45)
H (4.14, -3.38, 3.79)
H (3.19, -2.82, 4.99)
C (3.44, 6.58, -0.54)
C (3.33, 5.10, -0.29)
C (2.16, 4.66, 0.54)
O (2.25, 5.19, 1.83)
C (1.74, 4.39, 2.85)
N (3.31, 4.40, -1.58)
H (3.51, 7.19, 0.36)
H (2.58, 6.95, -1.10)
H (4.32, 6.88, -1.11)
H (4.32, 4.91, 0.13)
H (2.23, 3.57, 0.60)
H (1.26, 4.97, 0.01)
H (1.95, 4.90, 3.79)
H (2.10, 3.36, 2.88)
H (0.67, 4.24, 2.75)
H (3.59, 3.48, -1.29)
H (4.16, 4.71, -2.02)
C (0.27, -1.73, 5.38)
C (-0.56, -2.58, 4.41)
C (0.30, -3.69, 3.79)
O (-0.58, -4.57, 3.07)
C (0.17, -5.33, 2.13)
N (-1.68, -3.09, 5.18)
H (0.75, -2.13, 6.27)
H (-0.30, -0.89, 5.79)
H (1.07, -1.27, 4.80)
H (-0.99, -1.97, 3.62)
H (0.87, -4.29, 4.50)
H (0.98, -3.18, 3.12)
H (-0.58, -5.98, 1.69)
H (0.96, -5.91, 2.61)
H (0.61, -4.77, 1.30)
H (-2.02, -3.89, 4.67)
H (-1.34, -3.60, 5.99)
C (-4.73, -4.78, -6.09)
C (-5.76, -3.69, -5.73)
C (-5.22, -2.28, -5.37)
O (-4.54, -2.40, -4.12)
C (-3.80, -1.22, -3.78)
N (-6.69, -3.67, -6.76)
H (-5.12, -5.80, -6.09)
H (-3.96, -4.79, -5.33)
H (-4.34, -4.59, -7.09)
H (-6.42, -4.12, -4.97)
H (-5.97, -1.49, -5.42)
H (-4.55, -1.95, -6.17)
H (-3.47, -1.35, -2.75)
H (-4.33, -0.27, -3.76)
H (-2.95, -1.06, -4.45)
H (-7.33, -2.91, -6.59)
H (-7.18, -4.53, -6.59)
C (2.99, -6.49, -2.16)
C (2.47, -5.29, -1.34)
C (3.38, -4.81, -0.22)
O (3.48, -5.67, 0.94)
C (4.39, -5.17, 1.92)
N (2.31, -4.20, -2.28)
H (3.87, -6.16, -2.70)
H (2.31, -6.92, -2.90)
H (3.24, -7.31, -1.49)
H (1.51, -5.54, -0.89)
H (3.05, -3.83, 0.11)
H (4.36, -4.62, -0.67)
H (4.33, -5.72, 2.85)
H (4.26, -4.15, 2.27)
H (5.43, -5.37, 1.66)
H (1.75, -3.53, -1.77)
H (1.68, -4.48, -3.01)
C (0.97, 2.26, 6.15)
C (0.38, 3.32, 7.09)
C (-1.05, 3.83, 6.59)
O (-0.86, 4.38, 5.26)
C (-0.47, 5.73, 5.27)
N (0.24, 2.77, 8.43)
H (0.33, 1.42, 5.87)
H (1.77, 1.75, 6.70)
H (1.23, 2.73, 5.20)
H (1.13, 4.11, 7.09)
H (-1.47, 4.48, 7.35)
H (-1.71, 2.99, 6.40)
H (0.55, 5.84, 5.65)
H (-1.18, 6.38, 5.76)
H (-0.50, 6.15, 4.26)
H (-0.39, 2.00, 8.25)
H (-0.29, 3.37, 9.04)
C (-6.13, -4.65, -0.82)
C (-6.16, -3.12, -0.78)
C (-4.92, -2.50, -0.17)
O (-4.73, -2.75, 1.30)
C (-3.40, -2.42, 1.75)
N (-6.38, -2.70, -2.15)
H (-5.72, -5.03, 0.12)
H (-5.47, -5.08, -1.57)
H (-7.16, -5.00, -0.94)
H (-6.99, -2.79, -0.17)
H (-5.07, -1.42, -0.22)
H (-3.99, -2.69, -0.69)
H (-3.38, -2.71, 2.81)
H (-3.16, -1.37, 1.62)
H (-2.61, -3.00, 1.27)
H (-7.14, -3.28, -2.49)
H (-5.63, -3.03, -2.74)
C (1.14, -0.90, 1.34)
C (1.08, -0.11, 0.03)
C (-0.13, -0.46, -0.80)
O (0.22, -1.65, -1.44)
C (-0.76, -2.17, -2.29)
N (1.18, 1.27, 0.42)
H (1.54, -1.91, 1.19)
H (0.16, -0.91, 1.81)
H (1.78, -0.44, 2.09)
H (1.97, -0.31, -0.58)
H (-0.22, 0.33, -1.54)
H (-1.08, -0.43, -0.27)
H (-1.63, -2.49, -1.72)
H (-0.29, -3.03, -2.76)
H (-1.13, -1.54, -3.11)
H (0.94, 1.91, -0.32)
H (0.52, 1.54, 1.14)
C (-0.72, 0.15, -6.71)
C (0.54, 0.87, -6.07)
C (1.21, 0.01, -4.97)
O (2.19, 0.75, -4.20)
C (3.08, 0.01, -3.36)
N (1.53, 1.07, -7.13)
H (-1.46, 0.10, -5.91)
H (-0.58, -0.90, -6.96)
H (-1.04, 0.73, -7.58)
H (0.20, 1.82, -5.66)
H (1.70, -0.91, -5.28)
H (0.53, -0.40, -4.22)
H (3.76, 0.56, -2.72)
H (3.79, -0.65, -3.87)
H (2.54, -0.67, -2.71)
H (1.42, 2.03, -7.44)
H (2.35, 1.23, -6.56)
C (-3.94, 8.89, 3.41)
C (-2.57, 8.91, 2.74)
C (-2.35, 7.79, 1.71)
O (-1.16, 7.87, 0.92)
C (-0.85, 6.68, 0.21)
N (-2.38, 10.17, 2.08)
H (-4.22, 7.91, 3.79)
H (-4.70, 9.25, 2.72)
H (-3.94, 9.62, 4.22)
H (-1.83, 8.84, 3.54)
H (-3.10, 7.73, 0.92)
H (-2.46, 6.84, 2.24)
H (-1.62, 6.18, -0.37)
H (-0.48, 5.97, 0.96)
H (-0.12, 6.92, -0.57)
H (-1.67, 9.93, 1.42)
H (-3.13, 10.38, 1.44)
C (4.37, 1.68, 2.04)
C (4.99, 1.20, 0.75)
C (4.94, -0.36, 0.62)
O (5.35, -0.65, -0.70)
C (5.49, -2.05, -0.94)
N (4.23, 1.74, -0.35)
H (3.45, 1.10, 2.21)
H (4.17, 2.74, 2.16)
H (5.07, 1.35, 2.81)
H (5.99, 1.61, 0.61)
H (3.89, -0.62, 0.76)
H (5.45, -0.92, 1.40)
H (5.55, -2.70, -0.06)
H (6.42, -2.17, -1.50)
H (4.59, -2.35, -1.48)
H (3.23, 1.58, -0.28)
H (4.35, 1.04, -1.07)
C (-4.16, 2.40, 0.24)
C (-3.51, 3.28, 1.33)
C (-1.98, 2.98, 1.41)
O (-1.66, 1.58, 1.62)
C (-2.20, 1.05, 2.80)
N (-3.83, 4.68, 0.98)
H (-3.81, 2.67, -0.76)
H (-5.23, 2.57, 0.19)
H (-4.11, 1.34, 0.49)
H (-4.02, 3.17, 2.29)
H (-1.54, 3.54, 2.23)
H (-1.40, 3.38, 0.58)
H (-1.82, 1.65, 3.62)
H (-1.81, 0.06, 3.02)
H (-3.29, 1.11, 2.80)
H (-3.49, 5.06, 0.10)
H (-4.83, 4.82, 0.98)
C (0.49, 4.41, -3.87)
C (-0.22, 3.58, -2.70)
C (-1.36, 2.66, -3.13)
O (-2.42, 3.50, -3.59)
C (-3.46, 2.84, -4.26)
N (0.84, 2.84, -2.04)
H (1.29, 5.04, -3.49)
H (-0.15, 5.17, -4.32)
H (0.86, 3.81, -4.70)
H (-0.59, 4.35, -2.03)
H (-1.68, 1.96, -2.35)
H (-0.91, 2.09, -3.95)
H (-3.34, 2.95, -5.34)
H (-4.44, 3.14, -3.88)
H (-3.43, 1.77, -4.08)
H (1.29, 2.16, -2.64)
H (1.51, 3.58, -1.91)

Which one is the most stable? From the structures above, Q.